Entry 1:
Here is a structure of composition C49H40AsF6N3O4Ru at a distorted geometry from the Open Molecules 2025 dataset. Energies are from the ωB97M-V functional and the def2-TZVPD basis.

DFT total energy in a.u.: -5286.42656
Max |F| in eV/A: 3.12
Molecular weight in g mol⁻¹: 1024.86
ΔE to the lowest compared entry with this formula, charge and spin in kcal/mol: 0.00

```
! RIJCOSX wB97M-V def2-TZVPD def2/J DEFGRID3
* xyz 0 5
Ru 0.5562 0.0023 0.3839
C 0.5087 0.5360 4.7872
C 0.3296 0.8389 3.4318
N 0.2167 -0.0845 2.5007
C 0.2347 -1.3884 2.8664
C 0.4206 -1.7906 4.2146
C 0.5769 -0.7747 5.1806
C 0.5222 -3.1658 4.5015
C 0.5398 -4.0743 3.4727
C 0.3416 -3.6894 2.1470
C 0.1017 -2.3567 1.8199
N -0.1201 -1.8164 0.5860
C -0.3419 -2.5471 -0.5470
C -0.8850 -3.8233 -0.6471
C -0.9413 -4.4753 -1.8804
C -0.5266 -3.8662 -3.0383
C -0.0562 -2.5379 -3.0061
C 0.3185 -1.8026 -4.1496
C 0.7456 -0.5078 -4.0027
C 0.8555 0.0410 -2.7184
N 0.5368 -0.6316 -1.6380
C 0.0486 -1.8839 -1.7520
H 0.6301 1.3442 5.4917
H 0.2919 1.8716 3.1174
H 0.7724 -1.0441 6.2090
H 0.6562 -3.4839 5.5238
H 0.7213 -5.1184 3.6791
H 0.4427 -4.4206 1.3634
H -1.2931 -4.3089 0.2240
H -1.3184 -5.4879 -1.9031
H -0.5627 -4.3899 -3.9804
H 0.2606 -2.2662 -5.1249
H 1.0175 0.0945 -4.8553
H 1.2204 1.0485 -2.5759
C -2.0291 5.8849 1.2508
C -0.7531 5.6221 0.4392
C -0.0865 6.9399 0.0405
O 0.1551 4.8547 1.2032
C 0.1928 3.5329 0.7316
C -0.4865 3.5811 -0.6478
O -1.0414 4.8757 -0.7272
C -1.5625 2.4632 -0.9071
O -1.1741 1.2268 -0.5488
C -1.9392 2.4849 -2.4027
C -1.8912 3.6405 -3.1714
C -2.3071 3.6116 -4.4918
C -2.7463 2.4308 -5.0641
C -2.7762 1.2742 -4.3035
C -2.3830 1.3047 -2.9781
C -2.8475 2.8168 -0.1317
C -3.1138 2.1317 1.0469
C -4.2226 2.4582 1.8092
C -5.0802 3.4627 1.3894
C -4.8293 4.1285 0.2019
C -3.7212 3.8036 -0.5620
C 1.6486 2.9594 0.6505
O 1.5620 1.6570 0.2905
C 2.4927 3.7460 -0.3598
C 2.8255 5.0745 -0.1385
C 3.5703 5.7624 -1.0813
C 4.0064 5.1277 -2.2320
C 3.6981 3.7951 -2.4420
C 2.9482 3.1083 -1.5055
C 2.4127 3.0265 1.9860
C 1.9731 3.7124 3.1084
C 2.7166 3.6713 4.2781
C 3.8930 2.9466 4.3408
C 4.3418 2.2782 3.2143
C 3.6091 2.3216 2.0432
H -1.7910 6.5111 2.1057
H -2.4450 4.9461 1.6057
H -2.7617 6.3859 0.6253
H 0.2251 7.4761 0.9318
H -0.7878 7.5449 -0.5248
H 0.7830 6.7277 -0.5748
H -0.3914 2.8732 1.3978
H 0.2743 3.4765 -1.4355
H -1.5443 4.5690 -2.7493
H -2.2885 4.5251 -5.0697
H -3.0705 2.4210 -6.0945
H -3.1165 0.3452 -4.7357
H -2.4192 0.4142 -2.3710
H -2.4509 1.3280 1.3432
H -4.4164 1.9282 2.7328
H -5.9447 3.7221 1.9846
H -5.4985 4.9103 -0.1319
H -3.5415 4.3259 -1.4856
H 2.5071 5.5609 0.7690
H 3.8167 6.8012 -0.9136
H 4.5978 5.6670 -2.9571
H 4.0409 3.2837 -3.3297
H 2.7359 2.0589 -1.6383
H 1.0638 4.2904 3.0824
H 2.3692 4.2149 5.1451
H 4.4602 2.9109 5.2600
H 5.2622 1.7156 3.2417
H 3.9662 1.8009 1.1644
F 3.1607 -0.2251 -0.7635
As 3.7628 -1.3762 0.4343
F 2.3573 -2.3807 0.0544
F 2.8100 -0.5467 1.7058
F 5.1431 -0.3643 0.7387
F 4.2459 -2.5193 1.6733
F 4.6530 -2.2347 -0.8074
*
```


Entry 2:
Here is a cluster of 4 separate species, C22H39BBrNO13P in total from the Open Molecules 2025 dataset. Energies are from the ωB97M-V functional and the def2-TZVPD basis.

DFT total energy in a.u.: -4835.00902
Max |F| in eV/A: 0.80
Molecular weight in g mol⁻¹: 647.24

```
! RIJCOSX wB97M-V def2-TZVPD def2/J DEFGRID3
* xyz -1 1
C -2.6297 4.9395 3.6472
C -1.5271 4.8700 2.5896
C -1.6374 6.0136 1.5829
C -0.6644 5.9132 0.4007
C 0.7172 5.3693 0.7485
C 1.6677 5.2785 -0.4649
C 2.2094 3.8666 -0.7375
C 1.3487 2.9989 -1.6553
C 0.0456 2.4131 -1.1059
C 0.2113 1.3240 -0.0468
N 0.6118 1.8683 1.2380
C 1.2241 1.0250 2.2526
B 1.7452 1.9594 3.4617
C 1.8755 1.5384 4.9681
O 2.1325 3.2492 3.1024
C 2.5884 0.3436 1.8323
O 3.0880 -0.2967 2.7803
O 3.0055 0.5344 0.6701
P 0.1200 -0.2717 3.0480
O -1.3219 -0.0025 2.3041
Br 0.7026 -2.2763 2.0814
H -3.5902 4.6486 3.2171
H -2.4200 4.2621 4.4756
H -2.7316 5.9541 4.0388
H -1.6361 3.9212 2.0526
H -0.5483 4.8608 3.0713
H -1.4697 6.9599 2.1085
H -2.6638 6.0207 1.2032
H -0.5425 6.8984 -0.0615
H -1.1120 5.2747 -0.3688
H 0.6453 4.3767 1.1899
H 1.1631 6.0106 1.5162
H 1.1654 5.6584 -1.3615
H 2.5317 5.9175 -0.2663
H 3.1785 3.9809 -1.2365
H 2.4085 3.3474 0.2006
H 1.0932 3.6167 -2.5273
H 1.9549 2.1720 -2.0353
H -0.6302 3.1931 -0.7358
H -0.4653 1.9421 -1.9517
H -0.7547 0.7956 -0.0032
H 0.9570 0.6219 -0.3949
H -0.1555 2.3903 1.6420
H 0.9431 1.1626 5.3951
H 2.6171 0.7413 5.0427
H 2.2066 2.3903 5.5669
H 2.9341 3.2626 2.5715
H -1.3514 -0.3562 1.4074
C -0.3560 -5.1458 0.1128
C -0.1701 -6.5790 0.5761
O -1.5219 -7.0545 0.6440
C -2.2809 -6.2971 -0.1764
O -3.4066 -6.5464 -0.4787
O -1.5872 -5.2348 -0.6249
H 0.4392 -4.7869 -0.5343
H -0.4854 -4.4520 0.9416
H 0.3714 -7.1886 -0.1499
H 0.3032 -6.6658 1.5497
C 2.4384 -2.6564 -2.9142
C 2.6527 -1.6708 -1.7771
O 1.6356 -0.7029 -2.0485
C 0.6576 -1.2783 -2.7675
O -0.4018 -0.7914 -3.0040
O 1.0436 -2.5087 -3.1960
H 2.6493 -3.6886 -2.6449
H 3.0057 -2.3928 -3.8093
H 2.4632 -2.1086 -0.7981
H 3.6348 -1.2097 -1.7739
C -2.8181 -6.2117 -4.2286
C -3.3951 -7.3843 -3.4585
O -3.6620 -8.3284 -4.5073
C -2.8622 -8.0439 -5.5575
O -2.7244 -8.7378 -6.5139
O -2.2375 -6.8598 -5.3699
H -2.0562 -5.6599 -3.6859
H -3.5880 -5.5207 -4.5741
H -2.6759 -7.8237 -2.7676
H -4.3058 -7.1526 -2.9175
*
```


Entry 3:
Here is a cluster of 2 separate species, C4H11NP in total at a distorted geometry from the Open Molecules 2025 dataset. Energies are from the ωB97M-V functional and the def2-TZVPD basis.

DFT total energy in a.u.: -554.69588
Max |F| in eV/A: 4.66
Molecular weight in g mol⁻¹: 104.11
ΔE to the lowest compared entry with this formula, charge and spin in kcal/mol: 99.05

```
! RIJCOSX wB97M-V def2-TZVPD def2/J DEFGRID3
* xyz 1 1
C -2.0549 -1.0663 -0.8900
C -1.4575 -0.7606 0.4531
C 1.6430 -0.4968 0.5559
C 0.4373 0.1078 -0.1924
N 0.3586 1.5612 0.1317
P -2.5901 0.5731 0.1805
H -1.6863 -0.6394 -1.8639
H -2.8354 -1.7916 -1.0038
H -1.4594 -1.3885 1.3824
H 2.2538 -0.7362 -0.3265
H 1.2981 -1.4975 0.9929
H 2.0624 0.1859 1.2382
H 0.3240 -0.1669 -1.2830
H -0.6071 1.7429 0.6102
H 0.3703 2.1929 -0.6299
H 1.0643 1.8004 0.8180
H -1.7776 1.0975 -0.8622
*
```


Entry 4:
Here is a cluster of 8 separate species, C32H40F18N2O12 in total at a distorted geometry from the Open Molecules 2025 dataset. Energies are from the ωB97M-V functional and the def2-TZVPD basis.

DFT total energy in a.u.: -4053.39472
Max |F| in eV/A: 3.80
Molecular weight in g mol⁻¹: 986.64

```
! RIJCOSX wB97M-V def2-TZVPD def2/J DEFGRID3
* xyz 0 1
C -2.1046 -1.7110 3.6790
C -2.3961 -2.3233 5.0346
O -3.2672 -1.4915 5.8132
C -2.7363 -0.5178 6.4829
O -1.6628 -0.0814 6.3175
C -3.7363 0.1641 7.4319
F -4.6866 -0.6667 7.8674
F -3.0834 0.6683 8.4782
F -4.2896 1.1974 6.7971
H -1.2969 -0.9766 3.7030
H -2.9494 -1.2420 3.1682
H -1.8100 -2.4594 2.9319
H -1.5085 -2.5614 5.6103
H -2.9750 -3.2179 4.8108
C -5.6242 4.8427 -5.0132
C -4.7636 4.4326 -3.8344
O -4.6402 2.9995 -3.8784
C -4.0733 2.4012 -2.8816
O -3.7135 2.9150 -1.9004
C -4.0075 0.8888 -3.0408
F -5.0173 0.4649 -3.8427
F -2.8273 0.5537 -3.6261
F -4.1049 0.3018 -1.8825
H -6.6824 4.7686 -4.7726
H -5.3797 4.3398 -5.9363
H -5.4528 5.9262 -5.0836
H -5.2311 4.7705 -2.9102
H -3.7748 4.8853 -3.8871
C 1.7984 -5.1415 -5.7924
C 3.2175 -4.9567 -5.3160
O 3.3357 -3.6701 -4.7199
C 4.5330 -3.2891 -4.3806
O 5.5287 -3.8881 -4.6047
C 4.5937 -2.0262 -3.4953
F 3.3892 -1.6050 -3.0951
F 5.3807 -2.2093 -2.4646
F 5.1272 -1.0008 -4.2654
H 1.5805 -4.5116 -6.6584
H 1.1051 -4.8854 -4.9917
H 1.5695 -6.1716 -6.0589
H 4.0048 -5.0849 -6.0568
H 3.4166 -5.7315 -4.5618
C 1.6119 4.5046 4.3820
C 1.4422 5.3261 3.1135
O 0.9348 4.5725 1.9651
C 1.7549 3.6634 1.4959
O 2.8873 3.5690 1.8035
C 1.1093 2.7423 0.4266
F -0.1393 3.1170 0.1379
F 1.8912 2.8248 -0.6673
F 1.1323 1.4885 0.8628
H 2.2514 5.1001 5.0335
H 2.0297 3.5209 4.2023
H 0.6370 4.4114 4.8514
H 2.3078 5.9149 2.8033
H 0.6282 6.0469 3.2363
C -3.2221 5.5907 -0.1585
C -2.7571 5.4847 1.2693
O -2.9286 4.0978 1.6448
C -2.3838 3.6842 2.7427
O -1.9589 4.3657 3.5907
C -2.4415 2.1599 2.8631
F -3.3015 1.7684 3.7768
F -2.8318 1.6047 1.7035
F -1.2425 1.6827 3.1678
H -4.2857 5.3565 -0.2437
H -2.6686 4.8857 -0.7712
H -3.0911 6.5949 -0.5632
H -3.2190 6.2065 1.9408
H -1.6718 5.6588 1.2690
C 8.2325 -5.3308 2.1217
C 7.9448 -3.9519 1.5690
O 6.5068 -3.8133 1.4819
C 6.0434 -2.6361 1.2196
O 6.6395 -1.6729 0.9740
C 4.5090 -2.5702 1.3393
F 4.0016 -2.2054 0.1882
F 3.9138 -3.6591 1.7242
F 4.2187 -1.6187 2.2370
H 7.9364 -5.5123 3.1514
H 9.3215 -5.4570 2.1497
H 7.8224 -6.0714 1.4356
H 8.3986 -3.8325 0.5894
H 8.2984 -3.1868 2.2630
C -2.9677 -4.1537 -3.4524
C -1.5891 -4.4600 -3.6472
C -0.8651 -3.5259 -2.9768
N -1.7337 -2.6595 -2.3608
C -3.0064 -3.0501 -2.6621
H -3.7897 -4.7643 -3.7786
H -1.1436 -5.3109 -4.1361
H 0.1892 -3.3862 -2.7950
H -1.5398 -2.0517 -1.5784
H -3.8239 -2.5089 -2.2125
C -0.4636 0.3581 -1.6636
C -1.1351 0.0329 -0.4511
C -0.4050 -0.9353 0.1913
N 0.7627 -1.0937 -0.5245
C 0.7113 -0.3512 -1.6765
H -0.8154 1.1280 -2.3253
H -2.0351 0.5177 -0.1071
H -0.5014 -1.3438 1.1823
H 1.5556 -1.5944 -0.1769
H 1.5484 -0.3717 -2.3460
*
```